[1]
DFT (wB97M-V/def2-TZVPD) results for 4 unconnected molecules or ions with the total composition CH8NO5 in a non-equilibrium geometry.

```
15
Properties=species:S:1:pos:R:3:forces:R:3
N 1.1938 -0.5432 2.0315 -0.18 0.36 -0.22
C 1.1449 -0.4287 0.6214 0.21 0.29 0.02
O 0.0927 0.1590 0.2215 0.10 -0.43 0.17
O 2.0780 -0.8225 -0.0868 0.24 -0.40 0.24
H 0.3509 -0.2008 2.4544 0.04 -0.27 0.28
H 1.7955 -1.1559 2.5495 0.08 -0.05 -0.34
H -0.1884 1.7924 -1.7311 0.48 0.83 0.07
H -0.5487 0.4211 -1.4134 -0.30 0.36 -0.44
O -0.8632 1.1746 -1.9779 -0.18 -0.91 -0.07
H -1.4132 1.6578 1.5188 0.54 -0.11 0.76
H -1.4170 1.2772 0.0903 -0.48 0.26 0.35
O -1.9785 1.7127 0.7651 -0.60 0.25 -0.84
H -0.4743 -1.7503 -0.9938 0.31 0.46 0.68
H 0.5205 -1.4138 -2.1331 0.05 0.08 0.60
O -0.2930 -1.8795 -1.9165 -0.32 -0.71 -1.26
```
Forces are in eV/Å.

## Properties
Molecular weight, g mol⁻¹: 114.08
Total charge: -1
Orbital gap, hartree: 0.3351
LUMO level, eV: 3.90
Energy above the lowest of the compared OMol25 structures with the same formula, charge and spin, kcal per mole: 12.92

These are the natural (NBO) partial charges, in e, on atoms 1 to 6: atom 1 (N): -0.92, atom 2 (C): 0.88, atom 3 (O): -0.89, atom 4 (O): -0.77, atom 5 (H): 0.37, atom 6 (H): 0.37


[2]
DFT (wB97M-V/def2-TZVPD) results for a molecular structure, C21H15HgN4O2.

```
43
Properties=species:S:1:pos:R:3:forces:R:3
Hg 0.3360 0.0419 0.3539 0.08 -0.29 -0.16
C -3.1084 -1.9499 2.9156 0.00 0.00 -0.01
C -3.6258 -2.8828 2.0133 -0.02 -0.01 0.03
C -3.1530 -2.9186 0.7253 0.05 0.05 -0.03
C -2.1542 -2.0116 0.3227 -0.11 -0.09 0.00
N -1.6713 -1.1248 1.2020 0.12 0.09 0.05
C -2.1297 -1.1009 2.4571 0.02 0.00 -0.03
C -1.6001 -1.9879 -1.0362 0.04 0.04 -0.06
C -2.0588 -2.8324 -2.0227 -0.02 -0.01 0.04
C -1.5232 -2.7727 -3.3103 0.04 0.03 -0.03
C -0.5302 -1.8325 -3.5698 -0.05 -0.06 -0.02
C -0.0817 -0.9925 -2.5708 0.03 0.07 0.04
N -0.6056 -1.0768 -1.3009 0.02 0.10 0.16
C 0.9472 0.0200 -2.8133 -0.04 -0.06 -0.13
C 1.5817 0.1844 -4.0609 -0.01 0.01 0.05
C 2.5379 1.1557 -4.2155 0.01 0.00 -0.03
C 2.8793 1.9717 -3.1327 0.00 0.02 0.02
C 2.2273 1.7512 -1.9434 -0.02 -0.03 -0.01
N 1.2882 0.8129 -1.7875 0.02 0.04 0.20
H -3.4494 -1.8933 3.9390 -0.01 -0.01 0.00
H -4.3924 -3.5806 2.3247 0.00 0.01 0.01
H -3.5465 -3.6460 0.0330 -0.01 0.00 0.00
H -1.6765 -0.3648 3.1121 0.00 0.00 0.00
H -2.8421 -3.5439 -1.8106 0.00 0.00 0.01
H -1.8787 -3.4319 -4.0885 0.00 0.00 0.00
H -0.1194 -1.7634 -4.5656 0.01 0.01 0.00
H 1.3268 -0.4506 -4.8947 0.00 0.00 -0.01
H 3.0271 1.2817 -5.1728 0.00 0.01 0.00
H 3.6308 2.7437 -3.2115 0.00 -0.01 -0.02
H 2.4576 2.3401 -1.0622 0.00 0.00 0.00
O 3.3867 -0.0074 3.3558 -0.01 0.00 -0.01
C 2.4774 0.1526 2.5556 -0.01 0.02 -0.02
O 2.0833 -0.6398 1.6442 -0.14 0.13 -0.04
C 1.7172 1.4925 2.6732 0.00 0.06 0.05
C 2.0925 2.4113 3.6455 0.01 -0.02 0.00
C 1.4078 3.6070 3.7443 -0.01 0.01 0.00
C 0.3594 3.8629 2.8684 0.01 -0.02 -0.01
C 0.0422 2.9048 1.9283 -0.03 0.02 -0.01
N 0.7090 1.7501 1.8386 0.02 -0.10 -0.04
H 2.9161 2.1464 4.2919 0.00 0.01 0.00
H 1.6840 4.3367 4.4945 0.00 0.00 0.00
H -0.2037 4.7844 2.9090 0.01 0.00 0.01
H -0.7648 3.0529 1.2219 0.00 0.00 0.00
```
Forces are in eV/Å.

## Properties
Molecular weight, g mol⁻¹: 555.97
Multiplicity: 2
Orbital gap (alpha / beta), hartree: 0.1812 / 0.3192
LUMO level (alpha / beta), eV: -0.05 / 0.10
Energy above the lowest of the compared OMol25 structures with the same formula, charge and spin, kcal per mole: 2.15
<S²>: 0.7817

These are the natural (NBO) partial charges, in e, on atoms 1 to 6: atom 1 (Hg): 1.56, atom 2 (C): -0.28, atom 3 (C): -0.16, atom 4 (C): -0.22, atom 5 (C): 0.18, atom 6 (N): -0.55


[3]
DFT (wB97M-V/def2-TZVPD) results for a molecular structure, C17H18FN3O2STb.

```
43
Properties=species:S:1:pos:R:3:forces:R:3
Tb 1.2189 0.4019 -1.7498 0.93 -0.18 -0.32
O 1.1999 1.5315 0.0264 -0.28 0.06 0.59
N 0.7590 0.9899 1.1856 0.05 0.20 -0.13
C 0.2080 1.8479 2.0777 0.14 -0.01 -0.09
C -0.2384 1.3997 3.2827 -0.03 -0.03 0.10
C -0.1095 0.0354 3.5763 -0.02 -0.02 0.04
C 0.4443 -0.8123 2.6523 0.01 -0.06 0.00
C 0.8964 -0.3451 1.4035 -0.02 0.00 -0.03
S 1.6138 -1.3756 0.2258 0.04 0.03 0.22
H 0.1831 2.8771 1.7554 0.01 0.00 -0.05
H -0.6607 2.1024 3.9860 0.00 -0.03 -0.01
H -0.4426 -0.3494 4.5323 0.02 0.01 -0.05
H 0.5604 -1.8691 2.8488 -0.02 0.04 0.01
N -1.2177 0.0578 -1.3331 0.24 0.20 -0.42
C -2.3140 0.0023 -0.9620 -0.55 -0.12 0.29
N -3.5322 -0.1062 -0.5082 0.31 0.07 -0.11
C -3.8366 0.1453 0.9182 0.13 0.00 -0.18
C -4.8745 -0.8634 1.3592 -0.13 -0.06 -0.02
O -6.0053 -0.8191 0.5104 0.05 -0.01 -0.01
C -5.6729 -1.1924 -0.8148 -0.06 -0.05 0.13
C -4.6970 -0.2064 -1.4155 0.20 0.09 0.04
H -4.2231 1.1599 1.0255 -0.01 0.05 -0.02
H -2.9196 0.0431 1.4972 0.02 0.00 0.00
H -5.2142 -0.6238 2.3645 -0.04 -0.02 0.01
H -4.4397 -1.8694 1.3602 0.00 -0.04 0.00
H -6.5939 -1.1947 -1.3919 -0.06 -0.01 0.01
H -5.2421 -2.1995 -0.8272 0.00 -0.05 0.01
H -5.1596 0.7773 -1.5048 0.00 0.05 -0.01
H -4.3564 -0.5353 -2.3947 0.02 -0.01 -0.02
F 6.5369 -1.6957 0.1591 0.00 0.03 0.00
C 5.7072 -0.9665 -0.6063 0.10 -0.06 0.13
C 4.9211 -1.6033 -1.5315 -0.16 -0.10 -0.07
C 4.0640 -0.8273 -2.3074 -0.15 -0.06 -0.04
C 4.0095 0.5680 -2.2006 -0.27 -0.02 -0.11
C 3.0397 1.3348 -3.0321 -0.22 -0.01 0.17
C 4.8247 1.1604 -1.2229 -0.09 0.08 0.15
C 5.6706 0.4069 -0.4325 -0.01 0.13 0.02
H 4.9794 -2.6789 -1.6385 -0.02 0.05 -0.01
H 3.4619 -1.3171 -3.0687 0.02 -0.07 -0.12
H 3.1493 1.0944 -4.0891 -0.13 -0.11 -0.08
H 3.1875 2.4097 -2.9254 -0.03 0.07 0.03
H 4.8006 2.2369 -1.0971 0.02 -0.03 -0.02
H 6.3138 0.8677 0.3072 -0.03 -0.03 -0.04
```
Forces are in eV/Å.

## Properties
Molecular weight, g mol⁻¹: 506.34
Multiplicity: 7
Total charge: +1
Orbital gap (alpha / beta), hartree: 0.2592 / 0.2703
LUMO level (alpha / beta), eV: -3.27 / -2.97
<S²>: 12.7209

These are the Löwdin partial charges, in e, on atoms 1 to 6: atom 1 (Tb): 1.53, atom 2 (O): -0.35, atom 3 (N): -0.18, atom 4 (C): -0.01, atom 5 (C): -0.04, atom 6 (C): -0.04


[4]
DFT (wB97M-V/def2-TZVPD) results for a molecular structure, C19H31AsN5ORu in a non-equilibrium geometry.

```
58
Properties=species:S:1:pos:R:3:forces:R:3
Ru 0.0857 -0.4447 -0.3006 -2.23 2.16 1.77
N 1.1799 1.1264 0.8682 0.04 -4.02 0.32
C 2.3113 1.9502 1.1688 -0.19 0.63 -0.42
C 3.5318 1.3307 0.4356 0.27 -0.13 -0.36
C 3.4671 1.2447 -1.1128 0.39 0.16 -0.08
C 3.3576 -0.1655 -1.7476 -0.17 0.52 1.64
N 2.1357 -0.7608 -1.2733 0.37 -1.69 1.62
H -0.2544 2.0206 0.9665 12.13 3.53 6.88
H 0.2465 0.7135 2.1238 1.69 -0.19 1.94
H 2.5014 1.9754 2.2459 0.03 0.13 -0.01
H 2.1525 2.9777 0.8159 0.14 0.10 -0.06
H 3.7449 0.3411 0.8521 -0.20 0.07 0.02
H 4.3947 1.9556 0.6923 -0.16 -0.01 0.14
H 4.3918 1.6863 -1.5008 -0.12 0.05 -0.03
H 2.6542 1.8781 -1.4855 -0.05 -0.16 -0.01
H 4.2251 -0.7675 -1.4515 0.17 0.08 -0.10
H 3.3528 -0.0732 -2.8372 0.31 0.40 0.05
H 2.1171 -2.0577 -1.1113 6.48 6.58 3.62
H 0.9941 -1.4094 -2.6073 -1.29 8.51 -5.20
N -2.1553 4.3402 3.3309 0.30 0.16 -0.16
C -1.5525 3.3398 2.5657 -0.73 -1.09 1.19
C -1.4860 2.0245 3.0643 0.47 2.03 -1.17
C -1.0036 0.9651 2.2599 1.66 -1.13 2.47
N -0.6045 1.1560 0.9417 -3.46 -6.59 -3.94
C -0.7577 2.5932 0.4219 -8.66 8.38 -8.19
C -1.2273 3.6041 1.2023 -0.20 -1.32 0.84
H -2.0834 4.2006 4.3296 -0.06 0.12 -0.11
H -1.9053 5.2816 3.0588 -0.08 -0.07 0.16
H -1.8094 1.8062 4.0733 0.09 -0.02 -0.03
H -0.9418 -0.0488 2.6350 -1.65 -0.19 -0.46
H -0.4810 2.7406 -0.6109 0.01 -0.66 0.12
H -1.3480 4.5925 0.7782 0.11 -0.04 -0.07
C -0.1602 -3.8308 -2.5340 -0.12 -0.18 -0.22
As 1.0178 -2.4028 -1.8609 -5.72 -12.51 1.10
C 2.4617 -3.6423 -1.2322 0.66 -1.38 0.40
C 1.8730 -2.0304 -3.6549 0.70 -0.31 -2.39
H 0.4091 -4.5390 -3.1536 -0.13 0.20 0.20
H -0.9633 -3.3845 -3.1368 0.21 -0.11 0.27
H -0.6023 -4.3675 -1.6834 0.09 0.25 -0.23
H 2.6981 -4.3774 -2.0143 -0.24 0.29 0.11
H 2.1203 -4.1670 -0.3286 0.01 0.22 -0.29
H 3.3666 -3.0636 -0.9956 -0.13 -0.33 -0.04
H 2.1808 -2.9739 -4.1305 -0.36 0.09 0.30
H 2.7462 -1.3941 -3.5148 -0.40 -0.41 -0.09
H 1.1513 -1.5149 -4.3060 0.29 -0.26 -0.05
O -1.0531 -1.5727 -1.0117 -0.72 -0.94 -1.25
N -7.1419 -0.6724 1.8820 0.19 0.01 -0.05
C -6.0405 -0.6382 1.5499 -0.21 0.00 0.06
C -4.6676 -0.5958 1.1362 -0.01 0.05 -0.03
C -3.7235 -1.4212 1.7524 0.33 -0.05 -0.08
C -2.3965 -1.3784 1.3514 -0.19 -0.05 -0.01
C -2.0035 -0.5121 0.3335 0.27 -0.83 -0.03
C -2.9397 0.3105 -0.2831 0.10 0.05 -0.05
C -4.2698 0.2701 0.1165 0.23 -0.05 -0.06
H -4.0198 -2.0991 2.5460 -0.05 0.08 -0.09
H -1.6590 -2.0178 1.8264 -0.11 -0.06 0.00
H -2.6252 0.9819 -1.0755 -0.13 0.01 0.01
H -4.9930 0.9160 -0.3702 0.02 -0.09 0.09
```
Forces are in eV/Å.

## Properties
Molecular weight, g mol⁻¹: 521.48
Total charge: +1
Orbital gap (alpha / beta), hartree: 0.1938 / 0.1914
LUMO level (alpha / beta), eV: -4.54 / -4.63
Energy above the lowest of the compared OMol25 structures with the same formula, charge and spin, kcal per mole: 687.47

These are the natural (NBO) partial charges, in e, on atoms 1 to 6: atom 1 (Ru): 0.83, atom 2 (N): -0.59, atom 3 (C): -0.27, atom 4 (C): -0.38, atom 5 (C): -0.40, atom 6 (C): -0.23